Formula: C15H33FNO4S
Source: OMol25
Level of theory: wB97M-V/def2-TZVPD

Summary:
charge = +1
E = -1444.75545 Ha
E_HOMO = -11.86 eV

Each line ends with the natural charge from an NBO analysis.
Element x y z (Å)
C  1.51863  -2.38489  -2.36296  -0.613
C  0.53377  -1.12848  -2.29399  -0.438
C  0.93029  0.02933  -3.28639  -0.078
O  -0.14562  0.88999  -3.66441  -0.514
C  -0.59257  1.69572  -2.59327  0.211
O  -1.97441  2.02506  -2.86243  -0.693
S  -2.96530  0.71468  -2.52879  1.666
O  -2.81305  -0.35749  -3.55959  -0.891
O  -4.54844  1.27585  -2.76263  -0.670
C  -5.47649  0.31515  -2.21439  -0.134
C  -5.91139  -0.81550  -3.24270  0.192
C  -5.38272  -2.24933  -2.85477  -0.660
F  -5.55663  -0.49544  -4.57016  -0.351
H  1.02475  -3.32010  -1.97187  0.227
H  2.39027  -2.15449  -1.68227  0.182
H  1.83669  -2.50132  -3.43416  0.227
H  -0.54904  -1.43811  -2.36696  0.247
H  0.66467  -0.71100  -1.24335  0.151
H  1.82039  0.64244  -2.94037  0.161
H  1.28074  -0.46890  -4.23887  0.210
H  -0.05289  2.67908  -2.54982  0.186
H  -0.56894  1.19684  -1.58516  0.137
H  -6.41019  0.90350  -1.97505  0.217
H  -5.12546  -0.09695  -1.22279  0.187
H  -7.03331  -0.86068  -3.23705  0.169
H  -5.87639  -3.00414  -3.53017  0.230
H  -5.62512  -2.48957  -1.78005  0.209
H  -4.27514  -2.36111  -2.96845  0.234
C  2.12457  0.89176  5.39742  -0.616
C  1.00468  0.74730  4.37032  -0.437
C  1.18116  -0.36756  3.34588  -0.204
N  2.10195  -0.12014  2.15832  -0.206
C  2.13836  -1.42402  1.38178  -0.397
C  1.60740  0.98544  1.23634  -0.219
C  2.31691  2.24461  1.69440  -0.426
C  3.65253  1.77411  2.25564  -0.433
C  3.52573  0.27593  2.52168  -0.223
H  2.98451  1.43100  5.00009  0.200
H  1.76967  1.46142  6.25751  0.242
H  2.45966  -0.08252  5.76067  0.213
H  0.77840  1.70792  3.90700  0.217
H  0.10262  0.49194  4.93587  0.245
H  0.20509  -0.59616  2.91147  0.226
H  1.54237  -1.27179  3.84069  0.225
H  1.12252  -1.66663  1.07221  0.234
H  2.54324  -2.19714  2.03285  0.233
H  2.77745  -1.29586  0.50976  0.229
H  1.91790  0.73195  0.22050  0.227
H  0.51964  1.04109  1.28076  0.238
H  1.74124  2.77016  2.45593  0.224
H  2.44693  2.95016  0.87289  0.251
H  3.91679  2.32770  3.15691  0.241
H  4.45623  1.95606  1.53953  0.239
H  3.74035  -0.03039  3.54298  0.243
H  4.20501  -0.26649  1.86348  0.230

***

Formula: C18H57N4O8
Source: OMol25
Level of theory: wB97M-V/def2-TZVPD

Summary:
ΔE to the lowest compared entry with this formula, charge and spin = 0.0 kJ/mol
charge = +1
E = -1540.44942 Ha
E_HOMO = -10.68 eV

Each line ends with the Löwdin charge.
Element x y z (Å)
O  20.34487  -0.92463  16.38909  0.326
H  20.92119  -0.21884  16.08691  0.056
H  20.65753  -1.34074  17.19574  0.168
H  20.31177  -1.56997  15.67912  0.170
O  24.76040  1.54745  15.18050  0.291
H  25.05519  1.70971  16.07959  0.164
H  23.81303  1.39351  15.19966  0.071
H  24.94962  2.31994  14.64287  0.074
C  21.34370  2.23886  13.69755  -0.087
C  21.46259  1.99966  15.14394  -0.449
O  22.10958  0.81822  15.44416  -0.345
H  21.08769  3.28787  13.54873  0.074
H  20.61150  1.65515  13.13963  0.064
H  22.30470  2.06701  13.21274  0.071
H  20.50405  1.98136  15.66253  0.100
H  21.93945  2.88516  15.56419  0.084
C  27.67403  4.99399  14.50866  -0.055
C  26.47263  4.17408  14.90966  -0.461
C  25.19358  5.06891  15.02908  -0.189
O  24.28044  4.48935  15.92237  -0.180
C  23.34540  5.47425  16.26945  -0.117
N  26.28650  3.31931  13.86279  0.009
H  28.15332  5.62849  15.25417  0.090
H  27.51690  5.53772  13.57712  0.096
H  28.47384  4.29591  14.26150  0.083
H  26.67028  3.57665  15.79967  0.151
H  24.77064  5.25533  14.04192  0.136
H  25.49363  6.06775  15.34593  0.126
H  22.86722  5.95071  15.41364  0.095
H  23.74432  6.34641  16.78744  0.094
H  22.57250  5.01632  16.88672  0.091
H  26.24993  3.77746  12.96344  0.117
H  27.09897  2.71938  13.85359  0.112
C  19.77320  2.27963  19.23378  -0.069
C  18.74459  1.69211  20.25132  -0.402
C  19.12953  0.25113  20.50562  -0.231
O  19.14501  -0.60090  19.38147  -0.201
C  17.77636  -0.94875  19.05049  -0.083
N  18.94693  2.43402  21.50601  0.020
H  20.73646  1.77831  19.13935  0.070
H  20.11366  3.28718  19.47256  0.069
H  19.24289  2.26798  18.28155  0.066
H  17.77234  2.02604  19.88892  0.139
H  18.53147  -0.11489  21.34017  0.127
H  20.20458  0.20474  20.67944  0.131
H  17.20146  -0.17797  18.53718  0.083
H  17.22151  -1.21404  19.95041  0.089
H  17.77880  -1.88134  18.48625  0.084
H  19.94174  2.49472  21.66955  0.068
H  18.64869  3.39373  21.40536  0.072
C  19.32184  -3.38526  8.78500  -0.082
C  19.22363  -2.64657  10.13644  -0.414
C  19.88327  -1.26501  10.18687  -0.235
O  21.23038  -1.17940  9.94088  -0.188
C  22.11437  -1.31983  11.01491  -0.091
N  17.77864  -2.58824  10.38421  0.030
H  19.01149  -2.73271  7.96894  0.077
H  18.63362  -4.20573  8.58187  0.067
H  20.26674  -3.81791  8.45624  0.071
H  19.73773  -3.35256  10.78865  0.127
H  19.64389  -0.86437  11.17189  0.113
H  19.43361  -0.58675  9.46170  0.133
H  22.13840  -2.39354  11.20111  0.098
H  21.71829  -0.74925  11.85495  0.069
H  22.93879  -0.69805  10.66591  0.097
H  17.47609  -1.80886  9.81753  0.068
H  17.34733  -3.43122  10.03285  0.063
C  17.83307  3.77654  12.90744  -0.060
C  17.47863  2.43515  12.20408  -0.396
C  16.46189  1.56970  13.04853  -0.218
O  17.05639  1.00927  14.18512  -0.217
C  16.15779  0.14172  14.99839  -0.054
N  17.03662  2.67566  10.81831  0.028
H  16.92494  4.30899  13.19008  0.080
H  18.68131  4.26794  12.43088  0.073
H  18.18028  3.42761  13.87996  0.056
H  18.32812  1.75265  12.17879  0.111
H  16.16458  0.66394  12.52004  0.115
H  15.53027  2.07683  13.29955  0.122
H  15.63563  -0.65366  14.46658  0.089
H  15.49109  0.69428  15.66043  0.082
H  16.84051  -0.28644  15.73235  0.059
H  16.40860  3.46646  10.83675  0.063
H  17.76562  3.09249  10.25713  0.064
O  22.99057  -1.77661  14.81729  -0.060
H  23.79920  -1.74705  14.30595  0.035
H  22.86671  -0.87791  15.12260  -0.036

***

Formula: H3N3
Source: OMol25
Level of theory: wB97M-V/def2-TZVPD

Summary:
ΔE to the lowest compared entry with this formula, charge and spin = 307.6 kJ/mol
charge = 0
E = -165.98654 Ha
E_HOMO = -9.21 eV
SMILES = [H]/N=N/N

Each line ends with the natural charge from an NBO analysis.
Element x y z (Å)
H  -2.34882  -0.45884  -0.13319  0.334
N  -1.44733  0.12664  -0.08945  -0.486
N  -0.39856  -0.62191  0.01005  0.012
N  0.80784  -0.06554  -0.06583  -0.621
H  1.15221  0.93234  -0.39474  0.378
H  1.56355  -0.73175  0.06710  0.383

***

Formula: C2H8N4O
Source: OMol25
Level of theory: wB97M-V/def2-TZVPD

Summary:
ΔE to the lowest compared entry with this formula, charge and spin = 390.9 kJ/mol
charge = +2
E = -374.42931 Ha
E_HOMO (alpha / beta) = -19.83 / -19.83 eV

Each line ends with the natural charge from an NBO analysis.
Element x y z (Å)
C  -0.10258  1.39116  -0.55694  0.322
C  2.04739  2.51483  -0.20809  0.164
N  1.01504  1.90801  -0.46278  -0.276
N  -0.46019  0.12854  -0.42560  -0.178
N  -0.43978  -0.94531  -1.05143  0.123
N  -0.61682  -2.07749  -0.46094  -0.450
O  -1.18163  -1.45520  1.82392  -0.916
H  -0.96197  2.08596  -0.57694  0.281
H  2.63806  2.83580  -1.07792  0.256
H  2.51339  2.66880  0.73166  0.263
H  0.07507  -0.92394  -1.92003  0.447
H  -2.08148  -0.97588  1.82378  0.524
H  -0.38403  -2.98375  -0.83761  0.452
H  -0.74667  -2.17259  0.64729  0.475
H  -1.31380  -1.99895  2.55162  0.514

***

Formula: C33H66N2O10S
Source: OMol25
Level of theory: wB97M-V/def2-TZVPD

Summary:
ΔE to the lowest compared entry with this formula, charge and spin = 156.7 kJ/mol
charge = 0
E = -2557.00677 Ha
E_HOMO = -8.96 eV

Each line ends with the Löwdin charge.
Element x y z (Å)
C  1.14479  -3.82967  2.66551  -0.085
C  -0.14176  -4.17420  3.21380  -0.262
N  -1.17952  -4.38620  3.64383  0.159
H  1.89676  -4.62571  2.64208  0.091
H  1.64595  -3.04709  3.22640  0.067
H  1.05495  -3.60962  1.60193  0.059
C  -1.85561  -0.53767  -4.45365  -0.072
C  -2.28807  -1.91250  -4.64164  -0.293
N  -2.59951  -3.00754  -4.76596  0.145
H  -0.79015  -0.42307  -4.64384  0.077
H  -1.99326  -0.30769  -3.39348  0.068
H  -2.44453  0.15532  -5.04841  0.078
C  -0.89453  0.82381  0.19690  -0.256
S  0.24467  -0.18354  1.14834  0.836
O  -0.46435  -1.46735  1.45971  -0.545
C  1.26263  -0.61266  -0.29462  -0.235
H  -1.81036  1.01610  0.76883  0.037
H  -1.23425  0.31763  -0.70632  0.057
H  -0.54047  1.84931  0.05144  0.033
H  1.98096  -1.37051  0.02143  0.031
H  1.77481  0.28067  -0.64441  0.036
H  0.63205  -1.09870  -1.04043  0.044
C  -3.48988  -3.13757  1.16141  -0.030
C  -3.33520  -3.68149  -0.23444  -0.490
O  -4.25624  -4.10291  -0.88889  0.076
C  -1.94066  -3.69595  -0.80297  -0.028
H  -4.54579  -3.00645  1.40123  0.084
H  -3.00815  -2.17248  1.30673  0.035
H  -3.00065  -3.83033  1.84903  0.068
H  -1.59158  -2.69518  -1.06391  0.063
H  -2.00023  -4.20716  -1.76663  0.081
H  -1.18350  -4.18332  -0.19049  0.073
C  -4.64229  0.38811  1.18334  -0.016
C  -5.37450  1.63886  0.77559  -0.503
O  -5.86313  1.75349  -0.32612  0.053
C  -5.59660  2.73247  1.78686  -0.018
H  -5.33280  -0.41423  1.44626  0.097
H  -4.05155  0.63156  2.07136  0.049
H  -3.95097  0.01485  0.42933  0.075
H  -5.68284  3.71766  1.33540  0.078
H  -4.81547  2.80738  2.54308  0.071
H  -6.55121  2.42476  2.22569  0.099
C  1.93319  3.32433  -1.34460  -0.024
C  3.42229  3.30775  -1.67828  -0.493
O  3.82818  3.04466  -2.78516  0.061
C  4.37534  3.62417  -0.55044  -0.019
H  1.69480  4.35320  -1.08810  0.087
H  1.74668  2.62243  -0.53311  0.047
H  1.38378  2.95382  -2.20721  0.083
H  5.37573  3.33093  -0.86569  0.082
H  4.12277  3.06749  0.35301  0.076
H  4.37764  4.69153  -0.32615  0.090
C  -1.68067  4.69374  -2.87497  -0.015
C  -1.88892  4.36686  -1.43303  -0.497
O  -0.96287  4.35054  -0.64548  0.034
C  -3.31515  4.17496  -0.97069  -0.007
H  -0.65778  4.97992  -3.08827  0.083
H  -2.42267  5.43697  -3.17595  0.089
H  -1.98368  3.82327  -3.46928  0.092
H  -3.72966  3.31948  -1.51252  0.090
H  -3.87473  5.04178  -1.32245  0.092
H  -3.35213  4.01836  0.10120  0.073
C  -2.96920  -0.19847  6.33471  -0.015
C  -2.89058  -0.17063  4.83510  -0.469
O  -3.01112  0.87717  4.23108  0.029
C  -2.64649  -1.43579  4.07967  -0.029
H  -2.27282  -0.92099  6.75874  0.084
H  -3.98352  -0.43914  6.66724  0.091
H  -2.79664  0.78053  6.78126  0.083
H  -2.67802  -1.23805  3.01314  0.036
H  -3.38841  -2.20849  4.29309  0.098
H  -1.66322  -1.87908  4.23961  0.070
C  1.01091  3.98467  2.53030  -0.017
C  0.15847  3.55795  3.71134  -0.499
O  0.60565  3.44453  4.81940  0.078
C  -1.25464  3.12359  3.39371  -0.020
H  0.60702  4.93873  2.18725  0.089
H  1.09410  3.24898  1.73449  0.055
H  2.01286  4.17235  2.92116  0.080
H  -1.22027  2.21217  2.79913  0.059
H  -1.69960  3.90442  2.76748  0.085
H  -1.83141  3.00894  4.30226  0.072
C  5.22605  -0.86454  0.20042  -0.017
C  4.50651  -2.06820  0.74584  -0.493
O  4.26265  -3.00416  0.02230  0.065
C  4.05941  -2.02328  2.19030  -0.018
H  5.99146  -0.46869  0.86737  0.085
H  4.54636  -0.07261  -0.10801  0.069
H  5.73767  -1.22354  -0.69439  0.086
H  3.12488  -1.47356  2.34135  0.075
H  4.77406  -1.45064  2.78904  0.084
H  3.92902  -2.96186  2.72475  0.077
C  1.94462  -3.82278  -4.19891  -0.014
C  1.19144  -3.56515  -2.91708  -0.479
O  0.27414  -2.76596  -2.85971  0.028
C  1.64420  -4.31168  -1.68317  -0.014
H  1.57467  -3.24909  -5.03949  0.085
H  1.79631  -4.88924  -4.40354  0.094
H  3.00726  -3.67942  -4.00101  0.079
H  1.36063  -5.36534  -1.64921  0.095
H  1.16074  -3.90065  -0.79330  0.054
H  2.71860  -4.20482  -1.52435  0.066
C  3.47427  -0.50866  -3.20154  -0.015
C  4.22827  -0.62773  -4.49209  -0.492
O  3.77764  -1.25126  -5.42227  0.067
C  5.55098  0.11837  -4.61779  -0.007
H  4.16191  -0.05496  -2.47780  0.059
H  3.22538  -1.51316  -2.85820  0.073
H  2.57676  0.10451  -3.25252  0.091
H  5.88286  0.05263  -5.64747  0.081
H  6.30855  -0.20852  -3.90945  0.081
H  5.21950  1.13324  -4.36232  0.080

***

Formula: C26H22F2O4
Source: OMol25
Level of theory: wB97M-V/def2-TZVPD

Summary:
ΔE to the lowest compared entry with this formula, charge and spin = 0.0 kJ/mol
charge = 0
E = -1504.54951 Ha
E_HOMO = -6.09 eV

Each line ends with the natural charge from an NBO analysis.
Element x y z (Å)
F  -2.72730  3.20322  -3.23435  -0.306
C  -2.44345  1.87946  -3.26986  0.397
C  -3.46977  0.95192  -3.34575  -0.192
C  -3.18999  -0.39851  -3.36601  -0.213
C  -1.89093  -0.82908  -3.31626  -0.130
C  -0.81403  0.08062  -3.24739  -0.054
C  0.48877  -0.47552  -3.21362  0.074
C  1.79126  0.08148  -3.24076  -0.146
C  2.86948  -0.82872  -3.23413  -0.087
C  4.16933  -0.40048  -3.27451  -0.210
C  4.44973  0.94929  -3.31990  -0.181
C  3.42183  1.87788  -3.33225  0.397
F  3.70410  3.20113  -3.39042  -0.306
C  2.11463  1.45147  -3.29651  -0.193
C  -1.13741  1.45128  -3.22094  -0.226
H  -4.48261  1.30592  -3.39036  0.241
H  -3.99203  -1.11500  -3.43288  0.237
H  -1.67590  -1.88295  -3.34779  0.223
H  0.48934  -1.55388  -3.18351  0.215
H  2.65566  -1.88298  -3.20271  0.221
H  4.97208  -1.11928  -3.27247  0.237
H  5.46412  1.30093  -3.34615  0.241
H  1.36140  2.20790  -3.32275  0.222
H  -0.38619  2.20533  -3.13340  0.225
C  -0.60102  2.00523  2.97685  -0.664
C  0.82160  1.80402  3.50467  0.539
C  1.37454  3.13422  4.03836  -0.628
O  0.77251  0.87321  4.61598  -0.526
C  0.65228  -0.45510  4.27958  0.738
O  0.28616  -1.31402  5.08369  -0.639
C  0.95282  -0.84646  2.94276  -0.339
C  0.64052  -2.22303  2.50489  -0.449
C  -0.78410  -2.35371  2.06107  0.010
C  -1.14326  -2.07470  0.75332  -0.237
C  -2.45704  -2.17391  0.35095  -0.171
C  -3.42687  -2.53886  1.25902  -0.252
C  -3.08839  -2.78815  2.57112  -0.208
C  -1.77434  -2.68384  2.97098  -0.202
C  1.53484  0.06879  2.01850  0.729
O  1.89638  -0.34559  0.91566  -0.673
O  1.66067  1.38609  2.39754  -0.535
H  -0.98708  1.06230  2.60094  0.231
H  -1.26264  2.35346  3.76673  0.219
H  -0.61211  2.72576  2.16201  0.211
H  2.38321  2.97919  4.41533  0.225
H  1.41288  3.88474  3.24995  0.216
H  0.75820  3.51226  4.85318  0.221
H  1.31610  -2.50107  1.68931  0.232
H  0.84117  -2.91440  3.32992  0.236
H  -0.38086  -1.76714  0.05918  0.208
H  -2.72430  -1.95748  -0.66994  0.178
H  -4.45387  -2.61498  0.94721  0.201
H  -3.84878  -3.05832  3.28550  0.209
H  -1.50140  -2.83998  4.00043  0.235